Entry 1:
Formula: C41H70ClFN22O39S2
Source: OMol25
Level of theory: ωB97M-V with the def2-TZVPD basis set

For the HOMO-LUMO gap, the calculation gives 7.203 eV. As for the LUMO energy: -0.9857 eV.

Geometry (Å):
H -0.9889 -0.0883 -4.6332
N -7.8389 -7.0007 12.3657
C -5.8866 -3.3261 7.7270
H -1.3707 -4.5448 -2.9650
C -6.8470 -1.6264 0.1005
H 4.4002 2.9816 -3.8445
C 0.8556 -0.0086 0.6103
N 1.9627 0.5004 5.6480
O -3.9638 -3.9557 -0.5490
O -11.8304 1.4972 5.9645
H 16.9074 -0.2346 -1.8664
H 10.3814 3.0354 -9.9701
O -4.6396 -2.1112 9.2431
C 11.0605 5.8138 -4.3953
O -6.9302 3.9675 -4.9619
H -7.0978 -5.0458 12.4248
H 10.3112 1.5156 -1.8958
C -2.5441 -0.6045 -0.7464
H -6.7006 -4.0452 7.7626
H 11.6884 5.8010 -3.5062
O -7.8787 3.4155 0.3152
O 7.0795 1.1518 -4.9996
N 12.0303 1.6617 -0.0563
O -8.9666 -7.3737 12.0935
O 2.7030 -0.0468 6.4470
H 10.8049 6.8339 -4.6719
S -3.2249 -2.4945 3.2441
C -8.6728 -4.1022 0.8123
C -5.9558 -2.7110 2.2396
C 12.4185 1.2758 1.3258
H 2.9457 1.9595 -3.6370
O -10.0252 -2.9931 6.7646
O 8.2798 1.0897 -10.8684
H 3.5486 -3.0490 -3.7765
N -7.2366 -3.1031 4.5012
O -7.0871 -7.5323 13.1633
O 5.2015 1.2878 -6.0753
C -4.5598 -2.1618 2.0368
H -4.5422 0.5959 2.7572
H -4.9967 -3.7725 7.2861
H 11.0480 1.1904 -3.4962
H 3.8022 -2.1328 -5.3024
C 16.3622 -0.9382 -1.2423
O 8.2123 2.0633 -8.9326
H -3.5667 0.2024 -4.1819
O -8.8444 -3.3461 8.5501
N 11.8383 5.1975 -5.5024
H 10.1624 5.2157 -4.2526
C -3.8342 1.1724 2.0934
N 1.8092 -0.1021 1.6133
Cl -3.0866 2.4582 3.2117
C -2.8965 -0.0403 -3.3108
H 3.3434 5.8732 -10.0162
H -9.9562 3.8115 6.3396
H -8.0998 -5.4258 10.9911
C -4.2958 -1.3122 0.7992
H -0.3952 -6.0499 -2.8445
C -5.4663 -1.0977 -0.1140
H -6.1895 4.3605 -2.5097
C -0.4646 -4.9994 -2.5676
H 2.6216 -1.4599 3.0643
N 8.7910 1.6779 -9.9353
N -10.7076 1.8622 6.2562
H -5.5745 1.5507 0.6446
H -7.8895 4.4801 -1.9628
C 1.0668 -2.5683 1.8963
C -7.1030 -2.4758 1.3134
H -10.1610 2.4158 1.0310
C -0.0547 -1.0877 0.1093
N -8.9289 -5.0860 0.2369
H -7.7068 -1.4137 -0.5993
O 4.3747 3.7919 -7.8264
N -2.9468 -0.8119 0.6410
N 6.3259 1.6731 -5.8031
O 9.3194 2.7122 -4.6816
H -1.8637 0.9923 0.9857
H -8.8264 1.6541 1.9639
N 3.2121 -0.9914 -3.6563
C -7.2091 4.0143 -2.6701
H -6.1886 -2.4295 7.1883
C -10.1799 3.0725 5.5725
C -1.0584 -0.7534 -1.0328
C -4.6018 2.0208 0.9600
O -5.5653 -4.5780 3.7988
O 15.2138 -0.8750 0.7595
C 3.3468 2.8653 -4.0874
O 12.7045 1.2077 -0.9651
O 1.4699 -3.7339 -2.4281
H -4.3405 -6.9322 -0.4667
O -2.3955 -5.3079 0.0943
O 16.1054 0.9673 0.0471
C -7.3512 -1.6630 4.5056
H -3.8660 -2.4762 4.4705
O 2.4968 3.9281 -8.9006
C 2.4900 1.7099 4.9620
H -10.2848 -0.7137 7.4723
H 3.1969 2.8702 -5.1660
H 1.7283 2.0876 4.2843
C -0.5464 -0.5521 -2.4298
H -4.5045 -6.3216 1.2161
O 1.3915 4.0353 -3.7121
H -10.9373 3.4451 4.8871
C -1.4211 -0.2037 -3.6055
O 12.2025 4.0458 -5.3440
O -8.4001 -3.0268 1.6236
S -5.2135 -0.0916 -1.6369
H -9.6164 0.7576 0.6298
C -6.2057 -3.5677 3.5513
H 10.6300 1.5599 -10.9539
H 0.5682 -0.6660 -2.5859
C 10.1232 1.4015 -2.9627
O 0.8346 0.1440 5.3634
O -6.4204 -0.9074 4.6729
N 3.6172 4.3120 -8.6306
H 5.0110 5.2332 -9.8873
C -2.6095 0.3373 1.5437
C 6.8262 2.8824 -6.5081
N -5.5406 -2.9195 9.1156
O 2.0049 -0.9672 -3.8428
H -8.6950 -0.7690 8.2868
O 9.4373 3.6014 -2.7100
H -3.9001 2.2715 0.1142
H 9.3764 0.6296 -3.1446
N 15.8519 -0.2199 -0.0453
H 2.7245 2.4459 5.7290
O -9.9707 1.3214 7.0640
H 10.7246 1.4646 -9.1681
N 9.5817 2.6782 -3.4944
H 5.0110 -2.0362 -3.9854
C -3.4138 -0.2513 -1.9050
H 17.0180 -1.7335 -0.8929
O -6.1800 -3.4212 10.0234
H -7.2714 2.9314 -2.6077
C 4.1163 5.5208 -9.3378
F -8.6320 -1.0912 4.3534
O -8.0227 1.6366 -0.9313
O 0.7835 -4.3365 -4.3939
H -6.4389 -6.0812 11.1135
H -0.4157 -4.8809 -1.4882
H -8.1327 -3.5083 4.1914
H 1.2201 -3.5260 2.4629
N -8.3207 2.3107 0.0446
O 12.0564 5.8831 -6.4866
C -9.3115 1.7362 0.9925
O 11.0693 2.4017 -0.1854
H -0.5858 -3.2941 0.4263
O 3.2320 4.8625 -2.9170
H 7.0499 3.6332 -5.7516
C 1.8666 -1.3475 2.2229
H -2.0189 -0.0906 2.4207
H -5.5619 -5.6804 -0.0801
O -8.5654 5.1494 -4.1669
H 12.3517 0.1916 1.3946
N -9.5044 -2.6381 7.8088
N 2.5950 4.0182 -3.5244
H -9.2810 2.7789 5.0331
N -7.6024 4.4114 -4.0484
H 11.7357 1.7495 2.0271
H 15.5021 -1.3406 -1.7744
H 3.3818 1.4134 4.4131
H -10.1864 -1.2181 9.1839
H -4.8819 3.0017 1.4701
H 4.3406 6.2729 -8.5836
C -9.6840 -1.2190 8.2181
C 0.0622 -2.4433 0.7704
H 13.4389 1.6193 1.4881
O 3.8515 -0.1549 -3.0478
N 0.6943 -4.2973 -3.1802
C 10.2498 1.9559 -10.0156
C 3.9559 -2.1443 -4.2250
N -3.5621 -5.0223 -0.1236
H 0.7553 1.0035 0.1030
C -7.3298 -5.7907 11.6662
C -4.5759 -6.0727 0.1584
H 7.7208 2.5962 -7.0559
H 6.0524 3.2381 -7.1888

=====

Entry 2:
Formula: C41H72NO15
Source: OMol25
Level of theory: ωB97M-V with the def2-TZVPD basis set

For the HOMO-LUMO gap, the calculation gives 5.952 eV. As for the LUMO energy: 1.5991 eV. As for the net charge: -1.

Geometry (Å):
H -3.8270 4.3878 1.9808
H -6.5265 -7.3573 4.0547
H 1.5540 -5.7857 6.8730
H -4.5276 -3.2497 2.4158
C 1.7981 -4.7408 6.6289
H 0.8300 -4.2166 6.5865
C -4.7011 -1.1298 2.9903
H 10.5091 -2.5343 -8.8832
H -3.8377 3.3714 6.5620
H 2.1722 3.7081 -2.3714
H -8.2580 -2.0716 5.7061
H 6.1004 1.0753 -7.8409
C 0.0838 2.5194 0.0381
H 6.0990 0.1348 -4.4542
C -2.6556 -2.2734 1.8736
H 2.8151 -3.7472 5.0327
H -6.8627 -1.2230 5.0144
C -7.1834 -2.1227 5.5336
H 10.3890 -3.3765 -7.3291
C -0.1645 2.0153 1.2777
H 2.3979 3.4250 -4.1012
O 8.9803 -1.9391 -7.6174
C -4.1918 -2.2651 2.0661
C 8.7758 -0.6852 -8.0311
C -5.6833 1.2170 4.3373
C -3.9230 0.1920 2.8362
H 4.0182 -2.0277 -3.8714
H 0.0018 7.6393 -8.8359
O 2.8856 1.8499 -2.8219
H 6.2935 0.2006 -10.1773
H 4.8112 5.8225 -6.0513
H 3.3901 -5.4018 5.3057
C 3.5224 1.1367 -3.7486
H -2.1346 -1.7698 2.6944
H -3.0746 0.1677 3.5252
C 5.7927 -0.8499 -4.1021
N -3.8878 2.6101 3.1773
C -2.2611 2.3384 5.5812
C 2.9269 -2.8989 7.5850
H 7.7560 1.6590 -7.9066
O -7.4070 -4.6303 6.4017
O -6.8749 1.5830 4.1832
H -4.4042 2.9522 1.1565
H -5.7742 -1.0240 2.7921
H -5.1789 3.7556 4.4770
H -2.2638 1.2961 5.2588
C 7.0743 0.9031 -8.2971
C -4.1185 3.4906 4.3102
O 1.2195 7.0754 -6.5338
H -4.6547 -2.1446 1.0737
C -0.8478 3.3233 -0.5978
O -6.8795 -3.2517 4.6924
H 1.6170 8.3163 -8.9617
H -2.8071 -4.4762 1.9174
H 6.5544 1.9551 -10.1025
H -6.5304 -6.8787 5.7459
C -0.8587 -3.9516 2.7142
C 6.9535 0.9854 -9.8044
H -2.6998 4.8460 -1.5667
H -9.0129 -6.4850 5.6049
C -8.4961 -7.0826 4.8549
H -4.0471 3.9353 -0.7329
H -8.9805 -6.8887 3.8963
C 2.4966 -4.7718 5.2562
H -3.2576 5.2951 0.0367
C 2.5170 6.8207 -6.7016
H -1.1333 -4.8247 3.3262
C 1.6830 -4.4968 2.8764
C 10.3134 -2.4091 -7.8187
H -5.4716 1.4800 2.2187
H -0.6750 3.7346 -1.5887
C -1.3578 2.2470 1.9349
C -2.0507 -3.7052 1.7442
C 0.7834 8.3707 -6.9671
C 0.6504 8.4387 -8.4741
C 4.2921 -1.0251 -4.1960
H 2.1466 -3.5189 3.0287
H 2.4064 -5.0818 2.2874
H 4.1934 4.1666 -5.9872
H 11.0411 -1.7312 -7.3770
O 2.7503 5.5766 -6.2812
H -0.7206 -3.1407 3.4401
C 4.0924 5.1293 -6.4846
O -6.8328 -5.3793 4.3410
C 2.8190 3.2465 -3.1133
H 4.2870 4.9983 -7.5487
H 6.3038 -1.6022 -4.7036
H 1.6261 -6.3524 4.0910
H 0.6006 1.3947 1.7404
C -2.0376 3.5585 0.0481
H 7.9213 0.8498 -10.2865
C 0.4353 -4.3282 1.9778
C 1.4650 -5.2746 4.1882
C -2.3053 3.0121 1.3057
H -4.5447 -1.4830 4.0151
H -2.4037 -1.7186 0.9626
H 0.2320 9.3989 -8.7774
O 3.5994 -0.1223 -3.3236
H 3.9377 -0.9071 -5.2204
C -7.0258 -6.7226 4.7866
O 7.4846 -0.4049 -7.8713
H 6.1248 -0.9381 -3.0663
H 2.8638 -2.4049 8.5554
C -3.4256 3.0654 5.5938
H -1.6538 -3.8252 0.7270
O 2.6197 -4.2891 7.6867
H 3.8125 3.6886 -3.0363
H 1.0166 2.3022 -0.4794
H -1.5574 1.8392 2.9196
H -1.3121 2.7722 5.9120
H -3.5053 0.2315 1.8176
H -3.6209 4.4452 4.0796
C -3.0814 4.4365 -0.6288
H 0.4832 -5.1137 4.6413
H 0.2389 -5.1872 1.3247
C -4.7953 1.4595 3.0852
O 3.3359 7.5734 -7.1626
H 3.9412 -2.8046 7.1688
O 9.6148 0.0499 -8.4833
H 1.4544 9.1420 -6.5878
H -8.6212 -8.1365 5.1087
O 3.9662 1.5664 -4.7857
H -0.1896 8.5297 -6.5049
O -5.2694 0.7182 5.4169
C -3.6869 3.2997 1.9186
H 2.2571 -2.4440 6.8437
C -7.0678 -4.4299 5.2618
H -6.6460 -2.1819 6.4766
H 0.6566 -3.4899 1.2967